Record 1
{"formula": "C21H46O11S2", "method": "ωB97M-V/def2-TZVPD", "spin_multiplicity": 1, "orbital_gap_ev": 10.06, "energy_ev": -66705.813, "e_homo_ev": -9.620, "smiles": "COCCCCCCCCCCCOC(=O)OCOC.CCOS(C)(=O)=O.CCOS(C)(=O)=O", "lumo_ev": 0.44, "species": ["C", "O", "C", "C", "C", "C", "C", "C", "C", "C", "C", "C", "C", "O", "C", "O", "O", "C", "O", "C", "H", "H", "H", "H", "H", "H", "H", "H", "H", "H", "H", "H", "H", "H", "H", "H", "H", "H", "H", "H", "H", "H", "H", "H", "H", "H", "H", "H", "H", "H", "C", "C", "O", "S", "C", "O", "O", "H", "H", "H", "H", "H", "H", "H", "H", "C", "C", "O", "S", "C", "O", "O", "H", "H", "H", "H", "H", "H", "H", "H"], "coordinates": [[-5.2666, 0.7349, -1.1316], [-4.5659, 0.9079, -2.4179], [-3.7056, -0.2858, -2.7140], [-2.7426, 0.0771, -3.9900], [-1.8188, -1.1599, -4.5407], [-1.4859, -2.3263, -3.4380], [-2.4489, -3.6088, -3.7778], [-2.5800, -4.7193, -2.5791], [-2.7949, -4.1014, -1.0761], [-3.4579, -5.2999, -0.1445], [-3.7826, -4.7467, 1.3981], [-2.3229, -4.5432, 2.1162], [-1.9321, -2.9254, 2.0879], [-2.7445, -2.2316, 3.0991], [-2.0829, -0.8998, 3.2757], [-2.6835, 0.2294, 2.8179], [-0.8026, -0.9171, 4.0120], [0.0624, 0.2146, 3.6402], [-0.2074, 1.2939, 4.6206], [0.1649, 2.6169, 4.0772], [-4.5735, 0.9419, -0.1877], [-5.8115, -0.3183, -1.0460], [-6.1448, 1.5387, -1.0402], [-3.0161, -0.4243, -1.7504], [-4.4076, -1.2078, -2.8894], [-2.0702, 1.0461, -3.8250], [-3.4754, 0.3676, -4.8858], [-0.8250, -0.6733, -4.9863], [-2.3823, -1.6443, -5.4489], [-1.5102, -1.9632, -2.3259], [-0.3671, -2.6866, -3.6397], [-1.9394, -4.1737, -4.6976], [-3.4966, -3.2329, -4.2060], [-1.6949, -5.5174, -2.5732], [-3.5575, -5.3619, -2.8166], [-3.4502, -3.1333, -1.0222], [-1.7320, -3.8566, -0.6400], [-4.4564, -5.7339, -0.5754], [-2.6025, -6.1153, -0.0101], [-4.4278, -5.5684, 1.9612], [-4.4251, -3.7639, 1.4048], [-2.3489, -4.8938, 3.2398], [-1.4611, -5.1882, 1.6035], [-2.1468, -2.4147, 1.0569], [-0.7602, -2.8945, 2.3094], [-0.1067, 0.5228, 2.5241], [1.1868, -0.1024, 3.7506], [1.3384, 2.7527, 4.2153], [-0.0795, 2.6698, 2.9133], [-0.4455, 3.4681, 4.6102], [5.3289, -1.0592, -3.9510], [4.4720, 0.0971, -3.4718], [3.7920, 0.7210, -4.5512], [2.4628, 0.0008, -5.1583], [1.8785, 1.3814, -6.1102], [1.5270, -0.2462, -4.0823], [2.8759, -1.0421, -6.0729], [4.7084, -1.8815, -4.3200], [5.9503, -1.4436, -3.1373], [5.9761, -0.7472, -4.7770], [3.7651, -0.2269, -2.7004], [5.1181, 0.8568, -3.0187], [1.6205, 2.1955, -5.4309], [0.9937, 1.0601, -6.6636], [2.6616, 1.6879, -6.8060], [3.0433, 4.1164, 6.1429], [3.8842, 5.1527, 6.8639], [4.8782, 5.6998, 6.0098], [4.4378, 6.8293, 4.9214], [6.0727, 7.3794, 4.4998], [3.7526, 7.9036, 5.6075], [3.8676, 6.1662, 3.7682], [2.4288, 4.5809, 5.3656], [2.3750, 3.6059, 6.8420], [3.6794, 3.3736, 5.6508], [3.2580, 5.9437, 7.2907], [4.4079, 4.6712, 7.6969], [6.5333, 7.8280, 5.3815], [5.9847, 8.1219, 3.7039], [6.6538, 6.5247, 4.1488]], "forces_ev_per_a": [[-1.0, 0.5, 0.7], [0.1, -1.9, 1.2], [0.8, 1.1, 0.7], [-0.9, 0.4, -1.0], [0.2, 0.5, -0.1], [0.9, -0.5, -1.1], [0.6, -0.4, -0.5], [-1.2, -0.3, -0.2], [0.2, -1.2, 0.1], [0.3, 1.0, 1.1], [0.5, -1.1, -0.5], [-0.4, 0.9, 0.4], [1.3, -2.0, -0.7], [3.5, 3.4, 0.1], [-3.0, 4.5, -1.5], [4.4, -7.7, 3.1], [-2.5, 0.7, -2.9], [0.5, 1.0, 0.5], [0.4, -0.1, -2.6], [0.6, 0.1, -0.8], [-1.2, -0.7, -2.1], [1.4, 2.0, -0.2], [2.0, -1.6, -0.6], [-1.5, -0.1, -2.0], [1.5, 1.6, 0.2], [-1.6, -2.2, 0.2], [1.5, -0.5, 2.0], [-2.1, -1.2, 1.1], [1.1, 0.8, 1.8], [-0.2, -0.6, -2.2], [-2.4, 0.8, 0.6], [-1.1, 1.3, 1.9], [2.1, -0.8, 1.3], [-1.7, 2.0, 0.0], [2.1, 1.3, 0.4], [1.1, -1.8, -0.4], [-2.1, -0.3, -0.8], [2.1, 0.8, 0.5], [-2.1, 1.4, -0.5], [1.5, 1.7, -1.1], [1.4, -1.8, -0.1], [0.0, 0.9, -2.1], [-2.0, 1.6, 0.9], [0.4, -1.1, 1.9], [-2.6, 0.3, -0.2], [-0.1, -0.3, 2.2], [-2.3, 0.1, 0.0], [-2.5, 0.0, -0.3], [0.5, -0.1, 2.4], [1.3, -2.0, -0.9], [-0.1, -0.3, -0.2], [0.7, -0.6, 0.8], [-1.2, 0.1, -0.8], [0.4, 0.3, -0.1], [0.1, 0.1, 0.1], [0.8, -0.2, -0.7], [-0.5, 0.6, 1.0], [0.1, 0.1, 0.1], [-0.1, 0.1, 0.0], [-0.1, 0.0, 0.2], [-0.1, 0.1, -0.2], [-0.3, 0.1, -0.3], [0.1, -0.2, -0.1], [0.1, -0.1, 0.1], [-0.1, -0.1, 0.1], [-0.2, 0.0, -0.3], [-0.9, -0.6, 0.6], [0.4, 1.0, -0.9], [0.2, -0.2, 0.2], [0.1, -0.1, 0.1], [0.2, -1.0, -0.6], [0.2, 0.7, 1.0], [0.1, 0.0, 0.1], [0.1, 0.1, 0.0], [0.0, 0.1, 0.2], [0.1, 0.0, -0.2], [0.2, 0.3, -0.2], [-0.1, -0.1, -0.1], [-0.2, -0.1, 0.1], [-0.1, 0.1, 0.1]]}

=====

Record 2
{"formula": "C21H47Br6NO7", "method": "ωB97M-V/def2-TZVPD", "spin_multiplicity": 1, "orbital_gap_ev": 9.70, "energy_ev": -458612.737, "e_homo_ev": -9.441, "smiles": "COCCOCCOC.COCCOCCOC.CNC(C)=O.BrCCBr.BrCCBr.BrCCBr", "lumo_ev": 0.26, "species": ["C", "O", "C", "C", "O", "C", "C", "O", "C", "H", "H", "H", "H", "H", "H", "H", "H", "H", "H", "H", "H", "H", "H", "C", "O", "C", "C", "O", "C", "C", "O", "C", "H", "H", "H", "H", "H", "H", "H", "H", "H", "H", "H", "H", "H", "H", "C", "N", "C", "C", "O", "H", "H", "H", "H", "H", "H", "H", "Br", "C", "C", "Br", "H", "H", "H", "H", "Br", "C", "C", "Br", "H", "H", "H", "H", "Br", "C", "C", "Br", "H", "H", "H", "H"], "coordinates": [[-18.8953, 12.0165, 8.1725], [-18.3780, 12.3957, 6.9592], [-18.5222, 11.4354, 5.8985], [-17.5316, 11.6899, 4.8266], [-16.3035, 11.2710, 5.2610], [-15.2795, 11.9477, 4.5279], [-13.9601, 12.0319, 5.2303], [-13.9246, 12.9844, 6.2800], [-14.4213, 12.5866, 7.5287], [-20.0022, 11.9913, 8.1511], [-18.6892, 12.8483, 8.8540], [-18.4791, 11.1019, 8.5116], [-19.5186, 11.5262, 5.4398], [-18.5333, 10.4223, 6.3279], [-17.6013, 12.7452, 4.5151], [-17.9126, 11.0746, 3.9506], [-15.5770, 12.9629, 4.1568], [-15.2038, 11.4003, 3.5985], [-13.1432, 12.2908, 4.5440], [-13.8468, 11.0370, 5.6900], [-15.3890, 13.0117, 7.7180], [-13.6422, 12.8840, 8.2642], [-14.5756, 11.5144, 7.6065], [-26.9804, 9.5246, 0.4537], [-25.5762, 9.2735, 0.6343], [-25.2125, 9.2452, 1.9936], [-25.6065, 10.5208, 2.7589], [-24.9026, 11.6298, 2.2743], [-25.5685, 12.8845, 2.2809], [-25.1302, 13.7558, 1.1311], [-25.7100, 14.9942, 1.4144], [-25.3625, 15.9145, 0.4431], [-27.2648, 10.4846, 0.7903], [-27.4785, 8.8296, 1.0767], [-27.2171, 9.3810, -0.5691], [-24.1399, 8.9545, 2.0791], [-25.8105, 8.4544, 2.4891], [-25.4646, 10.3727, 3.8326], [-26.6443, 10.7352, 2.5883], [-25.3028, 13.4461, 3.1911], [-26.6580, 12.8925, 2.2175], [-25.4502, 13.3555, 0.1548], [-24.0502, 13.9332, 1.0866], [-24.3792, 16.2811, 0.6825], [-26.1099, 16.6892, 0.4245], [-25.3488, 15.4770, -0.5570], [-23.3791, 9.1683, -4.9346], [-23.8060, 10.5307, -5.3757], [-23.7917, 11.6515, -4.5875], [-22.7741, 11.7649, -3.3850], [-24.4243, 12.6388, -4.7869], [-24.0462, 8.7382, -4.2276], [-22.3938, 9.2340, -4.4921], [-23.3471, 8.6054, -5.8961], [-24.4897, 10.5785, -6.1171], [-21.8141, 11.3816, -3.6969], [-23.0325, 11.0945, -2.5594], [-22.6734, 12.7068, -2.9449], [-22.1133, 9.0109, 4.3400], [-21.3496, 9.9180, 2.7385], [-21.8425, 11.2867, 2.6824], [-20.6131, 12.3150, 1.5330], [-21.6779, 9.3904, 1.8469], [-20.2818, 9.8788, 2.8454], [-21.7201, 11.8410, 3.6238], [-22.7820, 11.3830, 2.2417], [-22.8270, 15.2606, 3.8964], [-21.4620, 16.6752, 3.9466], [-20.9454, 16.7754, 2.5512], [-19.4320, 17.9799, 2.1940], [-20.7400, 16.4137, 4.7362], [-22.0030, 17.5431, 4.2364], [-21.7339, 17.1231, 1.9352], [-20.5437, 15.7595, 2.2704], [-26.1259, 4.4457, 0.2117], [-25.2604, 5.8711, -0.7949], [-23.9778, 6.2695, -0.1143], [-22.9913, 7.5715, -1.1686], [-25.9183, 6.7019, -0.9790], [-25.0253, 5.4205, -1.7722], [-23.3370, 5.4070, -0.0405], [-24.1714, 6.8185, 0.7927]], "forces_ev_per_a": [[-1.5, 1.5, 0.5], [0.8, 0.0, -1.9], [-1.5, 0.4, 1.2], [-1.9, -1.0, -0.9], [1.9, 1.2, 0.2], [-0.4, 0.7, -1.3], [-0.4, -0.6, 1.2], [0.2, 0.2, -0.9], [0.9, -0.2, 0.5], [0.2, -0.5, -0.1], [0.3, -0.3, 0.2], [0.3, -1.0, 0.6], [-0.1, 0.2, 0.1], [0.6, 0.0, -0.2], [0.3, -0.2, 0.2], [0.6, 0.5, 0.4], [-0.1, -0.5, 0.9], [0.6, -0.4, -0.5], [-0.3, -0.2, 0.1], [0.6, 0.0, -0.3], [-0.4, 0.6, 0.3], [-0.8, -0.1, -0.1], [0.2, -0.4, -0.1], [1.8, -0.7, 0.5], [-0.1, 0.4, -0.5], [-0.6, -0.1, 0.7], [0.5, -0.2, -0.3], [0.0, 0.6, -0.6], [0.8, 0.4, 0.5], [0.6, -0.1, 0.0], [-1.1, -0.5, 0.1], [-0.1, 0.3, -0.5], [-0.2, 1.3, 0.0], [-1.0, -1.0, 0.5], [-0.2, -0.1, -0.9], [-0.7, 0.5, -0.1], [0.3, -0.1, 0.0], [0.2, 0.0, 0.1], [-0.8, -0.3, 0.2], [-0.2, -0.3, 0.0], [-0.2, -0.8, 0.2], [0.0, 0.1, 0.2], [0.3, -0.6, 0.1], [0.6, 0.6, -0.2], [-0.1, 0.5, 0.2], [0.1, -0.1, -0.1], [0.2, 1.4, -2.0], [0.2, -0.5, 0.8], [2.3, -0.2, 2.2], [-0.6, -3.2, -1.0], [-1.8, 1.4, -1.2], [-0.7, -0.5, 0.5], [0.2, -0.1, -0.1], [0.1, 0.0, 1.0], [0.0, 0.0, 0.1], [0.5, 0.1, -0.2], [-0.3, -0.1, -0.1], [-0.2, 1.7, 0.0], [0.2, 0.2, -0.6], [-0.1, -1.3, 0.2], [1.7, 2.0, 1.0], [0.0, 0.0, -0.3], [0.1, -0.4, 0.1], [0.3, -0.2, 0.1], [-0.5, -0.4, -0.3], [-1.5, 0.3, -0.3], [0.1, 0.1, 0.1], [0.3, -0.4, 0.8], [1.6, -1.7, -0.1], [-0.3, -0.1, 0.5], [-0.2, 0.0, -0.6], [-0.3, 0.7, 0.3], [-0.5, 0.0, -0.9], [-0.7, 1.2, -0.1], [-0.1, 0.3, 0.0], [0.7, -0.5, -1.1], [-0.4, 0.3, -0.3], [0.0, 0.1, -0.3], [-0.4, 0.2, 0.3], [-0.1, 0.2, 0.4], [0.2, -0.1, 0.5], [0.1, -0.4, 0.5]]}

=====

Record 3
{"formula": "C21H47ClINNbO11P2", "method": "ωB97M-V/def2-TZVPD", "spin_multiplicity": 1, "orbital_gap_ev": 5.83, "energy_ev": -87303.543, "e_homo_ev": -4.422, "charge": -1, "lumo_ev": 1.41, "species": ["C", "C", "O", "O", "C", "C", "C", "C", "Nb", "I", "C", "C", "O", "O", "C", "C", "O", "C", "C", "C", "Cl", "P", "N", "O", "P", "O", "O", "O", "H", "H", "H", "H", "H", "H", "H", "H", "H", "H", "H", "H", "H", "H", "H", "H", "H", "H", "H", "H", "H", "H", "H", "H", "H", "H", "H", "C", "C", "O", "C", "C", "H", "H", "H", "H", "H", "H", "H", "H", "H", "H", "C", "C", "O", "C", "C", "H", "H", "H", "H", "H", "H", "H", "H", "H", "H"], "coordinates": [[-6.1175, 2.2080, -5.1226], [-5.2845, 1.3497, -4.1960], [-4.5416, 0.5669, -4.6400], [-5.4303, 1.4982, -2.8551], [-4.4734, 2.4314, -2.3019], [-3.1457, 1.7184, -1.9702], [-2.5251, 2.2962, -0.6857], [-0.9764, 2.3881, -0.6805], [0.2537, 0.5114, -0.3707], [-0.3387, -0.4086, -3.0102], [0.7981, 1.3500, 1.6959], [0.6910, 0.4097, 2.8365], [-0.2674, 0.3472, 3.4877], [1.8532, -0.2842, 3.1130], [1.7934, -1.3507, 3.9623], [3.0272, -1.4779, 4.8388], [0.9529, -2.1505, 4.0259], [1.3540, -1.4340, -0.0588], [2.8348, -1.7189, -0.3350], [3.3758, -1.4409, -1.7425], [3.9846, -1.2053, 0.9865], [-1.7698, -0.7952, 0.5977], [-1.2523, -2.0150, 1.6955], [-2.4050, -1.6673, -0.7010], [2.2771, 1.7922, -1.4162], [1.9454, 3.2383, -1.2346], [2.4137, 1.6347, -3.0732], [3.7383, 1.5629, -0.6573], [-5.5336, 3.0584, -5.4584], [-6.3680, 1.5887, -5.9734], [-7.0426, 2.5274, -4.6517], [-4.8544, 2.8447, -1.3731], [-4.3029, 3.2420, -3.0097], [-3.2645, 0.6421, -1.9549], [-2.4484, 1.9951, -2.7562], [-2.8826, 3.3398, -0.6957], [-2.9699, 1.8733, 0.2157], [-0.6961, 2.8247, -1.6413], [-0.6976, 3.1227, 0.0757], [1.8018, 1.7712, 1.5910], [0.0922, 2.1389, 1.9050], [3.8196, -0.8251, 4.4892], [3.3823, -2.4936, 4.7310], [2.7416, -1.2640, 5.8620], [0.8049, -2.1941, -0.6234], [1.1851, -1.7334, 0.9831], [2.9283, -2.7986, -0.2431], [3.6316, -2.3728, -2.2418], [2.6266, -0.9561, -2.3635], [4.3048, -0.8837, -1.6821], [-1.2275, -2.9504, 1.3030], [-1.8849, -2.0033, 2.4859], [-2.3767, -2.6050, -0.4708], [3.3437, 1.6538, -3.3371], [4.4380, 1.6172, -1.3252], [7.2488, 4.6212, 2.2335], [6.0248, 5.4753, 2.5204], [5.6724, 6.3413, 1.4617], [5.3274, 5.7070, 0.2356], [4.1200, 4.7919, 0.3289], [8.0827, 5.2441, 1.9039], [7.5477, 4.0721, 3.1278], [7.0524, 3.8911, 1.4467], [6.2337, 6.1211, 3.3757], [5.1720, 4.8485, 2.8034], [6.1935, 5.1706, -0.1714], [5.1094, 6.5170, -0.4624], [4.3323, 3.9168, 0.9461], [3.8124, 4.4340, -0.6499], [3.2794, 5.3173, 0.7843], [-3.4498, -8.0031, -0.1776], [-3.2930, -6.8287, 0.7737], [-3.5778, -5.5758, 0.1830], [-4.8968, -5.3957, -0.3007], [-5.9610, -5.4899, 0.7797], [-2.8855, -7.8309, -1.0951], [-3.0937, -8.9214, 0.2910], [-4.4937, -8.1571, -0.4581], [-2.2542, -6.7729, 1.1016], [-3.8973, -6.9737, 1.6766], [-5.1048, -6.0951, -1.1182], [-4.9188, -4.3957, -0.7348], [-6.0416, -6.5034, 1.1786], [-6.9355, -5.2138, 0.3756], [-5.7215, -4.8267, 1.6119]], "forces_ev_per_a": [[-0.5, -0.2, 0.5], [-1.2, 1.3, 0.4], [1.9, -2.1, -1.1], [-0.7, 0.9, 0.3], [0.8, -1.0, 0.5], [0.3, 0.9, 0.1], [-0.2, 1.1, -0.5], [-0.9, -0.8, 0.0], [-1.0, 1.3, 0.2], [0.1, 0.3, 0.6], [0.5, -0.8, -0.4], [2.2, 1.4, -2.7], [-3.1, -0.8, 2.7], [0.0, 0.0, 0.2], [2.8, 1.1, 0.6], [0.2, 0.4, -0.9], [-2.7, -1.8, -0.2], [0.7, 0.2, 0.6], [-0.2, -1.5, -0.3], [0.1, 0.1, 0.2], [-0.1, 0.3, -0.2], [0.9, -0.7, -0.9], [-0.9, 0.4, -0.4], [-0.2, 0.1, 0.9], [-0.3, 1.1, -0.2], [-0.3, -0.3, 0.4], [1.2, -0.6, 0.9], [-0.1, -0.4, -1.5], [0.0, 0.2, 0.0], [0.1, 0.0, -0.3], [0.0, 0.3, 0.1], [-0.6, 0.0, -0.1], [-0.1, 0.2, 0.0], [-0.1, -0.2, -0.1], [0.2, -0.5, -0.3], [0.0, 0.1, 0.2], [0.2, -0.3, 0.1], [0.2, 0.0, -0.1], [0.2, 0.0, 0.1], [0.1, -0.1, -0.1], [-0.2, 0.2, -0.1], [0.1, 0.2, 0.2], [0.0, -0.3, 0.2], [0.1, 0.0, 0.2], [-0.1, 0.0, -0.2], [-0.1, 0.0, 0.1], [0.1, -0.1, 0.3], [0.0, -0.2, 0.0], [0.1, 0.3, 0.0], [0.0, 0.4, -0.2], [0.3, 0.0, 0.1], [0.2, -0.2, 0.3], [-0.1, 0.0, -0.2], [-0.2, 0.0, -0.3], [0.2, 0.0, 0.4], [0.0, -0.1, -0.2], [0.0, 0.0, 0.1], [0.1, 0.2, 0.0], [-0.2, -0.1, -0.1], [0.3, 0.1, 0.3], [0.0, 0.0, 0.1], [0.0, 0.0, 0.0], [0.0, 0.0, 0.1], [0.0, 0.1, -0.1], [0.0, -0.1, 0.0], [0.0, 0.0, 0.0], [0.1, 0.1, 0.1], [0.0, -0.1, -0.1], [-0.1, 0.0, 0.0], [0.0, 0.0, -0.1], [-0.2, 0.0, -0.1], [0.1, -0.1, 0.0], [0.2, 0.2, 0.0], [-0.1, 0.1, 0.0], [0.1, -0.2, 0.1], [0.1, 0.0, 0.0], [0.0, 0.0, 0.0], [0.0, 0.0, 0.0], [0.0, 0.1, 0.0], [0.0, 0.0, 0.0], [0.0, 0.0, 0.0], [0.1, 0.0, 0.0], [-0.1, 0.0, 0.0], [0.0, 0.0, 0.0], [0.0, 0.1, -0.1]]}